# 1
This record from the Open Molecules 2025 dataset describes a structure of composition C10H21AuGeO5. The level of theory is the ωB97M-V functional and the def2-TZVPD basis.

Positions of all 38 atoms, in Å:
Au: -0.91363 1.63433 -0.09522
C: 4.03276 0.48747 1.01682
C: 2.83232 -0.45842 1.02340
C: 3.29070 -1.90085 1.20585
O: 2.14976 -0.37607 -0.22170
C: 1.88429 -0.03131 2.18384
O: 2.28742 -0.26078 3.34226
O: 0.82230 0.51717 1.81532
H: 4.75031 0.17696 0.25097
H: 4.51338 0.48492 1.99553
H: 3.69819 1.49948 0.78607
H: 4.01866 -2.16123 0.43038
H: 2.43748 -2.57478 1.11721
H: 3.73632 -2.02536 2.19181
H: 1.37363 0.18599 -0.01566
C: -1.72683 4.58524 -1.12266
C: -0.22868 4.57092 -0.79882
O: 0.42105 5.59605 -1.04004
O: 0.25321 3.49994 -0.30997
H: -2.04551 5.60170 -1.35587
H: -2.30850 4.17844 -0.29623
H: -1.91431 3.93433 -1.97908
C: -0.89940 -2.10735 0.83999
Ge: -2.04788 -1.43379 -0.58411
C: -3.63399 -2.63427 -0.60136
C: -1.14858 -1.79352 -2.29141
C: -2.53952 0.40983 -0.38158
H: -0.68207 -3.16779 0.68663
H: -1.37456 -1.97857 1.81323
H: 0.02879 -1.53974 0.85974
H: -3.34294 -3.68063 -0.72073
H: -4.30649 -2.36504 -1.41974
H: -4.18805 -2.53434 0.33423
H: -1.03745 -2.87017 -2.43798
H: -0.16067 -1.33330 -2.29465
H: -1.72054 -1.38320 -3.12659
H: -3.22400 0.50344 0.46939
H: -3.08696 0.74432 -1.26924

As for the LUMO energy: 5.34 eV. As for the charge: -2. The calculation puts the energy above the lowest of the compared OMol25 structures with the same formula, charge and spin at 0.000 eV. The value obtained for the HOMO energy is -1.83 eV. The value obtained for the largest force on an atom is 1.1 eV/Å.



# 2
This record from the Open Molecules 2025 dataset describes a cluster of 2 separate species, C2H3ClFI in total. The level of theory is the ωB97M-V functional and the def2-TZVPD basis.

Positions of all 8 atoms, in Å:
C: -0.69625 -0.23560 -0.40144
C: 0.19932 0.26948 0.76017
F: 0.53415 1.52861 0.86381
Cl: 0.14651 -0.59502 2.21657
I: 0.12854 0.46814 -2.32335
H: -0.74271 -1.22686 -0.57038
H: -1.73526 0.30081 -0.55087
H: 2.16569 -0.50955 0.00547

As for the LUMO energy (spin up / spin down): -0.74 / -0.53 eV. The calculation puts the energy above the lowest of the compared OMol25 structures with the same formula, charge and spin at 4.098 eV. The value obtained for the HOMO energy (spin up / spin down) is -8.56 / -9.46 eV. The value obtained for the largest force on an atom is 6.1 eV/Å.



# 3
This record from the Open Molecules 2025 dataset describes a cluster of 3 separate species, C37H73ClF3N5O8P2S in total. The level of theory is the ωB97M-V functional and the def2-TZVPD basis.

Positions of all 130 atoms, in Å:
C: 1.91307 6.22542 -0.61319
C: 2.77415 4.90050 -0.21337
C: 1.77484 3.74627 0.29155
C: 1.17227 3.00550 -1.03489
N: 1.97566 1.77583 -1.26321
C: 1.31007 0.83442 -2.25112
C: 2.55530 0.17988 -3.06787
C: 3.51136 1.31909 -3.71902
C: 5.01373 1.25606 -3.17972
O: 5.94597 1.08865 -3.99817
O: 5.36050 1.41620 -1.80958
C: 0.52039 -0.25416 -1.34865
O: 1.13413 -1.56356 -1.50867
C: 0.79161 -2.44793 -0.47011
F: 1.13723 -2.01085 0.81914
F: 1.55337 -3.63629 -0.69356
F: -0.55712 -2.82758 -0.61243
O: 0.45813 1.65954 -3.06203
C: -0.13802 0.88839 -4.14645
Cl: 0.76168 1.40733 -5.65398
C: -1.76744 1.21186 -4.17953
C: -2.40195 -0.27565 -4.40819
O: -2.72246 -0.92506 -3.16285
O: -3.00769 -2.21976 -3.52967
O: -1.99632 1.79489 -2.91598
C: -3.20315 2.46827 -2.60156
C: -3.18338 2.61493 -0.95846
C: -2.47207 1.38377 -0.22345
C: -3.35702 1.09031 1.12046
C: -2.40968 0.91204 2.42900
C: -1.57576 -0.45288 2.30389
O: -2.29192 -1.50925 1.62845
C: -3.28183 -2.13527 2.47940
P: -4.86253 1.61436 -2.92941
N: -5.09805 0.45674 -1.80769
C: -3.12740 4.01694 -3.07095
C: -4.38416 4.85330 -3.51543
C: -4.09394 6.31457 -3.88544
N: -2.88189 7.03810 -3.93401
C: -1.72788 6.32164 -3.54103
C: -1.83468 4.85573 -3.09801
P: -2.08028 2.16917 -5.76431
S: -3.90842 2.71992 -6.13967
H: 2.09039 6.40954 -1.73602
H: 0.78975 6.07615 -0.48757
H: 2.30269 7.12277 -0.02972
H: 3.25144 4.51521 -1.18476
H: 3.53870 5.11375 0.60684
H: 0.86227 4.24603 0.79612
H: 2.22690 3.01463 1.03977
H: 0.06744 2.83269 -0.80785
H: 1.26702 3.78983 -1.87086
H: 2.21434 1.28333 -0.39576
H: 2.22010 -0.60985 -3.82091
H: 3.23169 -0.37888 -2.31629
H: 3.57273 1.05758 -4.84095
H: 3.04688 2.36390 -3.67933
H: 4.78771 2.16225 -1.49930
H: -0.56480 -0.30916 -1.74743
H: 0.42445 0.09774 -0.26471
H: 0.04224 -0.22552 -4.00674
H: -1.69181 -0.94971 -5.02479
H: -3.34202 -0.16971 -5.07732
H: -2.71362 -2.82470 -2.81347
H: -2.57340 3.55313 -0.69959
H: -4.28205 2.75702 -0.64024
H: -1.41706 1.58854 0.15209
H: -2.54207 0.40267 -0.82582
H: -4.07070 0.20285 0.97633
H: -3.99825 2.02318 1.34475
H: -2.99865 1.01991 3.39974
H: -1.63820 1.77355 2.42621
H: -0.65235 -0.22245 1.66756
H: -1.26983 -0.82931 3.33668
H: -2.95247 -3.23646 2.60099
H: -3.45157 -1.60555 3.47257
H: -4.27450 -2.19027 1.89363
H: -4.96939 0.95241 -4.18969
H: -5.98267 2.52033 -2.74937
H: -5.93925 0.68563 -1.25809
H: -5.42500 4.40724 -3.55513
H: -5.02878 6.92309 -4.17378
H: -0.69038 6.81473 -3.53882
H: -0.86320 4.34326 -2.75894
H: -1.26885 3.36937 -5.79141
H: -1.75043 1.27251 -6.85845
C: -6.55153 -5.04361 6.29444
C: -6.44770 -5.67993 4.91344
N: -5.11032 -5.61859 4.33510
C: -5.07917 -5.97408 2.91815
C: -5.45164 -7.40594 2.53747
C: -4.03215 -6.18154 5.14041
C: -4.14284 -7.64953 5.55243
H: -6.20398 -4.00708 6.27864
H: -7.59383 -5.04266 6.62390
H: -5.97539 -5.59362 7.04272
H: -7.13803 -5.13538 4.25984
H: -6.82041 -6.71172 4.97108
H: -4.08710 -5.74795 2.50982
H: -5.75817 -5.29664 2.38452
H: -4.65045 -8.10734 2.77456
H: -5.61452 -7.46820 1.45762
H: -6.36926 -7.74322 3.02345
H: -3.93673 -5.58088 6.05147
H: -3.07696 -6.03268 4.62394
H: -5.14396 -7.91393 5.89919
H: -3.45024 -7.85231 6.37484
H: -3.86844 -8.31907 4.73682
C: 8.17851 -1.93542 3.57751
C: 7.96589 -1.37274 2.17705
N: 7.69136 0.05910 2.15244
C: 7.21923 0.53258 0.85233
C: 8.18222 0.44222 -0.32946
C: 8.67420 0.91589 2.80595
C: 10.11831 0.85131 2.30840
H: 7.32709 -1.71219 4.22615
H: 8.28573 -3.02216 3.52724
H: 9.08515 -1.54129 4.04350
H: 7.10758 -1.90204 1.74875
H: 8.83436 -1.63241 1.55650
H: 6.87588 1.56957 0.94816
H: 6.31582 -0.03480 0.59407
H: 8.95246 1.21352 -0.28128
H: 7.63473 0.60272 -1.26145
H: 8.66639 -0.53382 -0.40214
H: 8.67444 0.68119 3.87603
H: 8.33422 1.95699 2.76334
H: 10.45938 -0.17245 2.14132
H: 10.78306 1.29743 3.05443
H: 10.25300 1.41818 1.38691

As for the LUMO energy: -0.16 eV. The value obtained for the HOMO energy is -7.95 eV. The value obtained for the largest force on an atom is 4.8 eV/Å.



# 4
This record from the Open Molecules 2025 dataset describes a cluster of 2 separate species, C3H7N3O2 in total. The level of theory is the ωB97M-V functional and the def2-TZVPD basis.

Positions of all 15 atoms, in Å:
N: 0.44138 1.91210 0.87962
C: 0.25011 1.18221 -0.09741
C: -0.28974 0.68479 -1.25067
N: -1.10736 -0.39266 -1.26418
N: -1.95214 -0.47444 -0.11881
H: -0.12393 2.76177 0.91866
H: 0.28976 0.82448 -2.15799
H: -0.23777 -1.25438 -1.07782
H: -1.41158 -0.63492 0.73298
H: -2.55174 -1.27845 -0.26157
O: 0.83070 -1.66872 -0.37944
C: 1.32360 -0.75356 0.33350
O: 1.03188 -0.74426 1.66171
H: 2.28339 -0.30102 0.05740
H: 1.22345 0.13707 2.02401

As for the LUMO energy: 0.47 eV. The calculation puts the energy above the lowest of the compared OMol25 structures with the same formula, charge and spin at 5.374 eV. The value obtained for the HOMO energy is -8.58 eV. The value obtained for the largest force on an atom is 1.8 eV/Å.



# 5
This record from the Open Molecules 2025 dataset describes a cluster of 2 separate species, C6H11N in total. The level of theory is the ωB97M-V functional and the def2-TZVPD basis.

Positions of all 18 atoms, in Å:
C: -0.03088 -1.42620 0.83572
C: -0.10836 -0.15528 0.45003
C: -0.11288 0.33860 -0.97466
C: -0.16866 -0.73973 -2.04686
C: -0.23373 0.95004 1.48303
C: -1.59644 1.49251 1.39774
N: -2.68632 1.84691 1.24743
H: -0.01412 -1.69251 1.88996
H: 0.01114 -2.24473 0.12357
H: -0.96096 1.02652 -1.09723
H: 0.78743 0.95702 -1.11392
H: 0.68086 -1.42653 -1.96697
H: -0.14080 -0.28592 -3.04197
H: -1.09092 -1.32440 -1.96694
H: 0.48443 1.75828 1.28909
H: -0.05014 0.57996 2.49648
H: 2.78400 0.50453 0.49341
H: 2.44633 -0.15907 0.50210

As for the LUMO energy: 0.97 eV. The calculation puts the energy above the lowest of the compared OMol25 structures with the same formula, charge and spin at 1.681 eV. The value obtained for the HOMO energy is -10.07 eV. The value obtained for the largest force on an atom is 1.0 eV/Å.



- Which formula does entry 1 have?
  C10H21AuGeO5



- What is the formula in the fifth record?
  C6H11N